# 1
{"formula": "C34H67BCl28F6InO4S", "method": "wB97M-V/def2-TZVPD", "species": ["In", "Cl", "Cl", "Cl", "Cl", "Cl", "Cl", "Cl", "Cl", "Cl", "Cl", "Cl", "Cl", "Cl", "Cl", "Cl", "Cl", "Cl", "Cl", "Cl", "Cl", "Cl", "Cl", "Cl", "Cl", "Cl", "Cl", "Cl", "Cl", "S", "F", "F", "F", "F", "F", "F", "O", "O", "O", "O", "C", "C", "C", "C", "C", "C", "C", "C", "C", "C", "C", "C", "C", "C", "C", "C", "C", "C", "C", "C", "C", "C", "C", "C", "C", "C", "C", "C", "C", "C", "C", "C", "C", "C", "B", "H", "H", "H", "H", "H", "H", "H", "H", "H", "H", "H", "H", "H", "H", "H", "H", "H", "H", "H", "H", "H", "H", "H", "H", "H", "H", "H", "H", "H", "H", "H", "H", "H", "H", "H", "H", "H", "H", "H", "H", "H", "H", "H", "H", "H", "H", "H", "H", "H", "H", "H", "H", "H", "H", "H", "H", "H", "H", "H", "H", "H", "H", "H", "H", "H", "H", "H"], "positions_angstrom": [[-2.416124, 0.559857, -4.155598], [6.995079, -0.740630, -10.273066], [3.079823, 0.019784, 1.529504], [-6.085980, -4.320426, 13.114581], [10.332331, -2.463337, -1.048310], [0.699795, 3.644852, -2.804543], [-5.797026, 1.446098, 6.400963], [-3.086364, -3.647003, -0.005310], [5.866783, -3.663198, 0.836844], [-3.825959, -0.937483, 2.488001], [0.779253, -1.045471, 4.352988], [-8.468754, 0.284803, 4.626662], [-7.484341, -0.040246, 11.409113], [2.190476, -2.018455, -1.077294], [1.933711, 8.376515, -1.435083], [-1.100243, 5.969448, 0.312054], [-2.794680, -6.839765, -1.176198], [-4.907236, -1.597380, 11.424713], [0.838335, 10.833835, -3.529118], [5.961242, -0.106426, -6.115200], [8.687410, 2.159688, -10.881619], [-5.422190, -3.100455, 4.587169], [-1.623432, 6.047614, -3.057693], [-0.827520, 0.326038, 7.035683], [4.176097, -2.576902, -7.650055], [-0.577018, 1.012261, -1.020274], [7.201308, -1.042765, -0.891989], [11.147360, -0.977846, 1.920535], [-8.361232, -2.081603, 8.786914], [-3.777849, -0.478583, -6.004001], [-6.825302, -2.154370, -3.620092], [-5.517546, -2.496670, -6.175596], [-5.859303, -0.152853, -3.347436], [-6.449957, -0.439578, -6.055596], [-4.607093, -2.078274, -3.326464], [-0.876561, 2.318480, -6.411912], [0.001502, -1.294011, -3.113024], [-3.992735, 0.506526, -7.143818], [-2.955892, -1.625862, -6.589492], [0.424970, -0.231204, -5.406944], [-4.296812, -5.899361, -0.989694], [7.610800, -1.552145, 0.763984], [-7.832531, -0.370225, 6.157570], [-0.336533, -1.870532, 5.469602], [2.290972, -1.574874, 1.631678], [-5.202246, -1.992664, 2.088801], [6.922988, 1.959092, -10.737318], [1.125532, 3.167382, -1.143834], [-6.150922, -2.159875, 3.257434], [11.966538, -2.232256, -0.375028], [11.987339, -2.338374, 1.136212], [-5.425135, -1.246266, -5.498973], [-4.086099, -4.423461, -1.257879], [-5.660128, -1.410201, -3.936568], [1.672471, -0.960796, -5.408549], [-2.376395, 2.797267, -4.406850], [1.081654, 1.666147, -0.945338], [-1.568369, 3.330577, -5.668594], [2.755454, -0.393440, -4.351363], [-0.613371, 7.257390, -0.820194], [7.539227, -3.055291, 0.936624], [2.929775, 9.600309, -2.260777], [-8.252056, -1.656384, 11.491999], [-1.440780, -0.952651, 5.957268], [2.209754, 10.925919, -2.395633], [-1.609576, 7.437807, -1.946126], [-7.282671, 0.714978, 7.059586], [-7.789721, -2.597680, 10.395493], [-4.459668, -3.602198, 13.239388], [6.445400, -1.809474, -6.321693], [2.755494, -2.515485, 0.539507], [6.547988, 0.896350, -9.725883], [5.946640, -2.391530, -7.627842], [-4.484779, -2.095705, 13.081398], [-0.363086, -0.456170, -4.232358], [-0.541792, 8.178110, -0.238961], [1.211674, -1.422561, 1.599359], [1.471900, 1.414412, 0.039086], [-7.023243, 0.292151, 8.030718], [0.449225, 3.682764, -0.460138], [-7.041023, -2.703910, 2.937376], [6.074595, -2.372057, -5.463533], [-1.962457, -0.473687, 5.125815], [-6.466338, -1.196922, 3.660002], [5.467401, 0.894044, -9.574086], [11.525179, -3.265086, 1.479121], [6.938125, -1.037974, 1.452449], [-1.920445, 3.256968, -3.470018], [12.336332, -1.263735, -0.713785], [-8.010468, 1.511982, 7.217523], [-2.170914, -1.526256, 6.530869], [-0.780770, 4.065139, -5.271314], [3.844253, -2.585170, 0.511615], [-2.242743, 3.877265, -6.415892], [-4.074172, -3.864492, 14.225821], [2.352330, -3.514645, 0.715434], [1.830389, 11.275431, -1.434569], [7.026947, 1.072277, -8.762103], [0.149854, -0.663251, -2.370569], [3.833651, 9.729984, -1.662492], [1.681692, 1.145693, -1.694055], [-2.622756, 7.577931, -1.566638], [6.519334, 2.923604, -10.424996], [-8.660579, -0.877121, 6.651476], [-3.442722, 3.216078, -4.467490], [6.233432, -1.769661, -8.479476], [2.143752, -0.780062, -6.440664], [6.370974, -3.387073, -7.774050], [0.379888, 7.016624, -1.200649], [12.598063, -3.009535, -0.808262], [-9.332578, -1.512702, 11.451451], [6.526172, 1.728583, -11.726791], [-4.680465, -6.073169, 0.016658], [2.475995, 0.630762, -3.954059], [-3.495018, -1.686726, 13.291815], [2.546310, -1.990290, 2.606802], [-3.608981, -4.254738, -2.224041], [-7.999319, -2.070848, 12.469179], [3.220859, 9.200597, -3.233044], [-4.807945, -2.950660, 1.751544], [13.018642, -2.320205, 1.493034], [8.132092, -3.574386, 0.184044], [-7.072456, -1.115665, 5.917807], [-3.246344, 0.220003, -2.593623], [0.248870, -2.269931, 6.298871], [-8.194383, -3.595887, 10.570187], [-1.342632, 8.314602, -2.539229], [2.138155, 3.532452, -0.960602], [7.918507, -3.333616, 1.921539], [-6.711625, -2.673327, 10.357728], [-0.767823, -2.709502, 4.921103], [-5.725128, -1.527112, 1.251193], [3.785333, -0.456982, -4.819267], [1.570796, -2.084259, -5.296389], [-3.824659, -4.073211, 12.488306], [-5.048158, -3.907571, -1.259730], [-5.196820, -1.631814, 13.766172], [2.720428, -1.119055, -3.467620], [8.625899, -1.206229, 0.958722], [-5.014410, -6.306042, -1.703992], [7.536278, -1.831810, -6.298901], [2.893620, 11.680274, -2.787787]], "atomic_forces_ev_per_a": [[1.02, 1.08, 1.41], [0.29, 0.26, -0.56], [0.15, 0.05, 0.08], [-0.06, -0.02, -0.05], [0.18, 0.08, -0.01], [0.22, -0.14, 0.01], [0.01, 0.01, -0.06], [0.17, -0.08, -0.07], [0.29, -0.20, 0.03], [0.06, -0.04, 0.04], [-0.08, 0.09, 0.26], [-0.05, 0.08, -0.06], [-0.72, 0.22, -0.12], [0.02, -0.05, 0.22], [0.82, 0.73, -0.33], [-0.06, -0.08, 0.06], [0.03, -0.04, 0.05], [0.95, -0.23, 0.24], [-0.04, -0.02, 0.03], [0.14, 0.07, -0.12], [0.06, -0.02, -0.03], [0.06, -0.05, 0.14], [-0.18, 0.18, 0.08], [0.05, 0.04, 0.02], [-0.01, 0.04, 0.01], [-0.02, 0.22, 0.11], [-0.14, -0.02, 0.00], [0.00, 0.02, 0.04], [-0.02, -0.12, 0.17], [3.17, 0.03, -4.96], [2.17, 1.28, -0.83], [-0.17, 2.08, 1.86], [0.63, -2.70, -1.28], [1.46, -1.47, 1.50], [-1.95, 1.39, -1.24], [-0.65, 0.85, 0.81], [0.83, 1.51, -1.36], [-0.90, -1.45, 2.74], [-2.07, 1.38, 2.16], [-0.03, -1.91, 2.75], [-0.20, 0.13, 0.00], [0.04, 0.02, 0.20], [0.08, -0.04, 0.18], [-0.21, -0.09, 0.12], [-0.10, -0.49, -0.16], [-0.25, -0.13, 0.04], [-0.27, -0.02, 0.01], [0.04, -0.07, 0.18], [-0.11, 0.25, -0.31], [0.16, -0.06, 0.01], [0.17, -0.19, -0.12], [-2.01, -0.98, -2.09], [-0.13, -0.10, -0.18], [-0.96, 0.00, 1.42], [1.96, 0.80, -1.00], [-0.35, 1.18, -0.76], [0.18, 0.16, 0.05], [-0.37, 0.73, 0.79], [-0.82, -1.53, 0.33], [-0.25, -0.04, -0.01], [0.22, 0.10, 0.06], [0.30, 0.10, -0.02], [-0.08, -0.15, 0.01], [-0.14, -0.20, -0.19], [0.15, 0.02, 0.10], [0.03, 0.09, -0.08], [-0.11, -0.06, 0.11], [-0.23, -0.08, 0.22], [0.27, 0.13, 0.07], [0.09, -0.31, -0.02], [0.10, 0.07, 0.00], [-0.13, 0.31, 0.12], [0.14, 0.01, 0.04], [0.13, -0.05, 0.12], [-0.08, 0.02, -0.93], [-0.07, -0.08, -0.04], [0.15, 0.06, -0.10], [-0.03, 0.08, -0.07], [-0.04, -0.04, -0.12], [-0.02, -0.10, -0.13], [0.10, 0.00, -0.01], [-0.07, 0.14, -0.08], [0.15, -0.05, 0.11], [0.15, -0.12, -0.05], [0.07, 0.00, -0.06], [-0.04, 0.14, -0.08], [-0.05, -0.11, -0.14], [-0.56, -0.82, -1.10], [-0.13, -0.06, 0.09], [0.08, -0.07, -0.12], [0.10, 0.00, -0.05], [-0.82, -1.01, -0.90], [-0.43, 0.22, -0.05], [0.95, -0.88, 0.98], [-0.08, 0.07, -0.04], [-0.06, 0.11, 0.07], [-0.01, -0.12, -0.10], [0.00, -0.06, -0.14], [-0.56, -0.82, -0.39], [-0.10, 0.07, -0.02], [-0.08, 0.06, 0.03], [0.12, -0.09, 0.03], [0.03, -0.12, 0.07], [0.02, 0.18, -0.13], [1.39, -0.63, 0.03], [-0.23, -0.31, 0.54], [-0.91, -0.30, 1.32], [0.00, 0.06, 0.11], [-0.81, -0.49, 0.12], [-0.04, 0.02, 0.11], [0.14, 0.06, -0.06], [0.12, -0.05, 0.11], [0.14, 0.04, -0.06], [0.46, -1.06, -0.82], [-0.05, -0.11, -0.03], [0.06, 0.02, -0.15], [0.02, -0.02, 0.16], [0.08, -0.04, -0.14], [-0.15, 0.03, 0.09], [0.01, 0.15, 0.13], [-0.07, 0.05, -0.08], [-0.16, 0.09, 0.03], [-0.03, 0.13, 0.01], [0.02, 0.07, -0.41], [-0.03, 0.15, -0.06], [-0.06, 0.13, 0.04], [0.10, -0.03, 0.11], [-0.03, -0.13, -0.02], [-0.05, 0.10, -0.03], [-0.11, -0.01, -0.09], [-0.07, 0.13, 0.01], [0.00, 0.02, 0.12], [-1.31, 0.40, 0.72], [-0.20, 1.34, 0.07], [-0.15, 0.09, 0.01], [0.06, -0.08, 0.00], [-0.01, -0.08, -0.13], [0.26, 1.19, -1.09], [-0.07, -0.14, -0.06], [0.08, 0.10, -0.01], [-0.07, 0.01, -0.08], [-0.01, -0.11, -0.01]], "orbital_gap_ev": 5.876, "total_charge": -1, "e_lumo_ev": 1.30, "energy_ev": -428155.778, "mol_weight_g_mol": 1804.3}

# 2
{"formula": "C45H36BrFeN3O4STe2", "method": "wB97M-V/def2-TZVPD", "species": ["Te", "Te", "Br", "Fe", "S", "O", "O", "O", "O", "N", "N", "N", "C", "C", "C", "C", "C", "C", "C", "C", "C", "C", "C", "C", "C", "C", "C", "C", "C", "C", "C", "C", "C", "C", "C", "C", "C", "C", "C", "C", "C", "C", "C", "C", "C", "C", "C", "C", "C", "C", "C", "C", "C", "C", "C", "C", "C", "H", "H", "H", "H", "H", "H", "H", "H", "H", "H", "H", "H", "H", "H", "H", "H", "H", "H", "H", "H", "H", "H", "H", "H", "H", "H", "H", "H", "H", "H", "H", "H", "H", "H", "H", "H"], "positions_angstrom": [[-1.667438, 0.046076, -1.904809], [-2.723555, 2.773263, -0.407538], [1.343669, 6.248177, 2.375313], [-0.110711, 0.020395, 0.242269], [-5.188731, 3.223297, -2.702199], [0.590825, -0.620852, 2.011204], [1.719611, 0.235661, -0.536515], [3.600769, 2.132418, 0.653937], [-1.811397, -0.342547, 1.217263], [-1.491430, -1.038223, 2.291307], [-0.286202, -1.205162, 2.708187], [0.131890, -1.991881, -0.320333], [0.826642, 4.498024, 1.754491], [-0.003506, 2.311129, 2.197815], [-4.658630, 3.364311, -1.069278], [-3.842288, -1.457189, 2.542383], [1.203932, 2.158531, -4.405423], [5.445846, 2.076274, -0.794867], [-6.851628, 4.216943, -1.067909], [5.126167, -0.860323, -0.239970], [-1.557619, -2.177545, -1.996716], [-4.671066, -2.935244, 4.259251], [0.584267, 2.917274, -0.004850], [-2.298387, -2.561957, 4.043838], [6.026097, 3.201337, -0.218364], [0.088844, 1.925048, 0.854201], [4.261150, 1.441314, -0.084919], [5.926172, 1.609873, -2.013468], [5.001689, -2.245743, -0.199434], [6.992632, 2.245104, -2.636054], [-5.673313, 3.921882, -0.326968], [3.713817, -2.759596, -0.169475], [0.365492, 3.568155, 2.665816], [-2.546403, -1.699913, 2.978506], [1.397391, -6.918072, -0.162924], [2.266714, 1.280400, -4.566942], [1.019126, -0.413805, -3.397696], [-0.040726, 0.467991, -3.218586], [7.100491, 3.827653, -0.830065], [1.491203, -4.790923, 0.956933], [1.172976, -6.266149, -1.367885], [0.941254, 4.193410, 0.413552], [-6.743320, 3.890423, -2.387581], [7.588323, 3.347995, -2.039742], [-1.109851, -2.684414, -0.628832], [0.052400, 1.754230, -3.742937], [1.108104, -4.880585, -1.408884], [-3.366457, -3.168839, 4.681348], [1.267733, -4.132717, -0.247754], [2.688732, -0.531528, -0.304525], [2.163063, -0.012940, -4.072770], [1.244866, -2.627416, -0.255798], [4.032708, -0.013853, -0.271597], [1.554426, -6.176153, 1.000166], [2.562258, -1.971302, -0.196426], [6.205896, -3.150951, -0.142500], [-4.898818, -2.087372, 3.185961], [-3.991805, -0.771071, 1.720604], [3.609979, -3.837960, -0.134630], [0.984124, -1.405926, -2.964686], [0.307713, 3.813358, 3.719612], [5.611546, 3.566891, 0.712531], [8.427400, 3.837840, -2.519863], [1.608307, -4.201967, 1.859291], [-3.177302, -3.834634, 5.514819], [-7.478891, 4.001280, -3.169332], [1.317940, 4.927197, -0.288253], [7.358205, 1.879156, -3.588085], [1.731131, -6.677008, 1.944175], [-5.908285, -1.911912, 2.835390], [-0.369345, 1.601452, 2.935426], [-2.571484, -2.507719, -2.226326], [1.450403, -7.999523, -0.131458], [0.936766, -4.370286, -2.349745], [-1.279641, -2.751754, 4.346215], [1.054385, -6.837250, -2.280713], [-5.501304, -3.410157, 4.767595], [2.989531, -0.707022, -4.179543], [7.126567, -2.565393, -0.115423], [5.446950, 0.758324, -2.480013], [-1.862386, -2.419667, 0.116349], [7.557049, 4.693109, -0.365101], [6.120905, -0.424682, -0.200379], [-1.000078, -3.771107, -0.613709], [-7.747142, 4.644184, -0.632221], [-5.558224, 4.116829, 0.730633], [1.276043, 3.173664, -4.777803], [3.181141, 1.612480, -5.044432], [-0.766919, 2.451359, -3.605128], [6.260326, -3.814484, -1.010960], [6.192125, -3.785773, 0.747920], [0.727626, 2.679491, -1.055479], [-0.879358, -2.531910, -2.776486]], "atomic_forces_ev_per_a": [[0.20, -0.28, -0.26], [-0.50, 0.65, 0.01], [0.00, -0.05, -0.01], [0.45, -0.05, 0.32], [0.04, -0.05, -0.07], [0.06, -0.20, -0.05], [-0.05, 0.19, 0.24], [0.02, -0.02, 0.03], [0.14, -0.15, 0.12], [-0.08, -0.24, -0.10], [0.04, 0.21, 0.10], [0.02, -0.05, 0.39], [0.02, 0.04, 0.01], [-0.09, -0.03, 0.02], [0.05, 0.05, 0.05], [-0.03, -0.02, 0.04], [0.01, 0.00, 0.00], [-0.11, -0.03, -0.04], [-0.02, -0.04, -0.01], [-0.01, 0.02, 0.06], [0.01, 0.08, 0.07], [0.00, -0.01, 0.01], [0.05, -0.06, -0.02], [0.00, -0.03, -0.03], [0.05, -0.03, 0.02], [-0.07, -0.15, -0.15], [0.08, 0.07, -0.07], [-0.01, 0.02, -0.02], [-0.05, -0.02, 0.06], [0.00, 0.01, 0.01], [-0.01, -0.03, -0.03], [0.06, 0.00, 0.01], [0.00, 0.01, 0.00], [0.07, 0.14, -0.01], [0.01, 0.00, -0.01], [0.01, 0.02, 0.04], [0.02, -0.01, 0.03], [-0.07, -0.04, -0.01], [-0.01, 0.00, 0.01], [-0.15, 0.00, 0.03], [0.01, 0.00, 0.00], [0.04, 0.00, 0.02], [-0.01, 0.00, 0.00], [0.01, -0.01, -0.01], [-0.07, 0.00, -0.11], [-0.06, -0.01, -0.04], [0.11, 0.00, -0.02], [-0.01, 0.00, -0.01], [0.07, 0.00, -0.12], [-0.10, -0.24, -0.44], [0.00, 0.00, -0.03], [0.08, -0.02, -0.12], [0.03, -0.04, 0.13], [-0.02, 0.00, 0.00], [-0.13, 0.05, 0.09], [-0.04, -0.01, -0.01], [0.02, -0.01, -0.02], [0.01, 0.00, -0.01], [0.00, 0.00, 0.00], [0.01, 0.01, 0.03], [-0.05, 0.02, -0.01], [-0.01, 0.01, -0.01], [-0.01, 0.00, 0.00], [0.03, 0.00, 0.00], [0.00, -0.01, 0.00], [-0.02, 0.01, 0.02], [-0.01, 0.01, 0.00], [-0.01, 0.01, -0.01], [-0.01, 0.00, 0.00], [-0.01, 0.04, 0.04], [-0.01, 0.00, -0.01], [0.02, -0.04, -0.04], [0.00, 0.00, 0.00], [0.01, 0.01, 0.00], [0.00, 0.04, 0.04], [-0.02, 0.00, 0.00], [0.00, -0.02, -0.02], [0.01, 0.01, 0.01], [0.01, -0.01, -0.01], [0.01, -0.02, 0.02], [0.07, 0.12, 0.03], [-0.01, 0.01, -0.01], [0.00, 0.01, -0.03], [-0.06, -0.01, -0.04], [0.01, 0.03, -0.01], [-0.01, -0.01, 0.00], [0.00, 0.00, 0.00], [-0.02, -0.02, -0.05], [0.03, 0.02, 0.06], [0.02, 0.00, 0.00], [0.02, 0.00, 0.00], [-0.03, 0.02, 0.00], [-0.04, 0.10, -0.07]], "orbital_gap_ev": 4.450, "relative_energy_ev": 1.667, "total_charge": -2, "e_lumo_ev": 3.77, "energy_ev": -189758.207, "mol_weight_g_mol": 1105.8}